Entry 1:
17
Properties=species:S:1:pos:R:3:forces:R:3 method="wB97M-V/def2-TZVPD" homo_energy_ev=-8.62 de_lowest_kcal_mol=0.0 charge=0 gap_ev=9.32 lumo_energy_ev=0.7
C 2.251914 -0.532180 0.290250 -0.02 0.04 -0.01
C 2.172457 0.828325 0.053218 0.15 0.15 0.02
C 1.103522 -1.305072 0.321711 -0.16 0.02 -0.03
C 0.939570 1.426032 -0.160080 -0.09 -0.07 -0.06
C -0.137717 -0.722119 0.100150 0.12 0.40 -0.06
C -0.214239 0.660470 -0.157303 0.16 0.01 0.09
C -1.394694 -1.465704 0.132472 -0.38 -0.92 0.13
C -2.487717 -0.768246 -0.071354 1.56 4.27 -0.89
C -1.545722 1.244010 -0.415949 -2.03 -3.69 0.67
F -3.772067 -1.012075 -0.166037 0.27 -0.45 0.13
F -2.024695 2.107826 0.492036 0.22 0.25 -0.02
H 3.207736 -1.003261 0.456452 0.15 -0.01 0.02
H 3.065814 1.435239 0.028306 0.08 0.00 0.03
H 1.177289 -2.363438 0.526633 -0.06 -0.09 -0.01
H 0.874669 2.489004 -0.342218 0.02 0.10 -0.02
H -1.366287 -2.530360 0.333710 -0.09 -0.07 0.01
H -1.849827 1.511555 -1.422001 0.09 0.06 0.00



Entry 2:
93
Properties=species:S:1:pos:R:3:forces:R:3 method="wB97M-V/def2-TZVPD" homo_energy_ev=-11.30 de_lowest_kcal_mol=0.0 charge=+2 gap_ev=6.36 lumo_energy_ev=-4.9
Zr 1.782627 1.380112 0.435951 0.74 0.40 2.16
C 5.760927 2.110012 -0.626149 -0.50 -0.18 0.18
Se 4.501427 1.690912 0.860151 0.85 1.31 0.13
C 4.471027 3.519212 1.652651 -0.05 -0.42 0.06
C 3.904727 4.587912 0.736351 -0.23 -0.28 -0.07
Se 2.096227 4.134612 0.022151 0.83 0.23 -0.18
C 2.586327 3.382912 -1.734849 -0.21 0.22 -0.15
H 6.747027 2.348312 -0.235349 -0.10 -0.06 0.19
H 5.387227 2.940012 -1.220649 -0.02 -0.06 0.00
H 5.818927 1.213612 -1.238949 -0.01 0.02 -0.02
H 5.484527 3.791112 1.956351 -0.03 -0.11 -0.06
H 3.850327 3.398412 2.547351 0.16 -0.04 -0.23
H 4.554227 4.799312 -0.115549 -0.18 -0.03 0.02
H 3.782927 5.515412 1.300351 -0.08 -0.04 -0.12
H 3.338127 4.011112 -2.216649 0.00 -0.16 0.17
H 1.664327 3.424312 -2.319049 0.21 -0.06 0.10
H 2.925227 2.336612 -1.640349 0.07 0.48 -0.25
N 0.141627 1.996012 -0.742249 -0.57 0.23 -0.20
S -1.285573 1.670112 -0.611249 -0.63 -0.25 0.26
N -1.695173 0.062912 -0.726249 -0.26 0.14 -0.10
S -1.041273 -0.960488 0.252351 -0.54 0.57 0.40
N 0.502827 -0.774688 0.491851 0.26 -0.72 -0.10
S 1.756227 -1.306688 -0.492849 -0.89 -1.39 -0.20
N 2.674627 -0.194488 -0.749749 0.24 -0.07 -0.07
C 2.458827 -2.701388 0.406951 -0.29 0.30 -0.31
C 3.478027 -3.396088 -0.227349 0.02 0.07 -0.19
C 4.080527 -4.457288 0.426851 -0.02 0.12 -0.07
C 3.675027 -4.797888 1.708051 -0.08 0.01 0.02
C 2.676927 -4.076188 2.345051 0.07 0.04 -0.05
C 2.067227 -3.012288 1.696951 -0.29 0.13 0.10
C 0.938527 -1.970688 -1.953649 0.59 -0.03 0.27
C 0.767427 -3.326188 -2.174049 0.11 -0.20 0.03
C 0.141027 -3.733488 -3.341249 0.14 0.02 0.07
C -0.297873 -2.792588 -4.259649 -0.01 -0.05 0.00
C -0.114873 -1.437788 -4.029149 -0.01 -0.07 0.06
C 0.516227 -1.021888 -2.871349 0.05 0.34 0.11
C -1.560073 -2.557088 -0.325249 -0.20 -0.19 -0.20
C -2.330073 -2.664688 -1.476049 0.11 0.46 0.21
C -2.754873 -3.915688 -1.881349 -0.02 -0.18 0.14
C -2.423873 -5.040688 -1.137349 -0.01 0.19 -0.05
C -1.690173 -4.918188 0.036751 0.03 0.06 -0.07
C -1.255373 -3.672988 0.451451 0.11 0.33 0.09
C -1.806673 -0.863888 1.872451 0.25 -0.36 0.05
C -3.118273 -1.312688 1.948951 -0.03 -0.08 -0.20
C -3.782973 -1.249888 3.159351 0.06 0.00 -0.16
C -3.133073 -0.746088 4.275451 0.12 -0.03 -0.06
C -1.818873 -0.313688 4.186251 -0.11 0.01 -0.02
C -1.139973 -0.366788 2.979251 0.54 0.02 -0.33
C -1.994873 2.170212 0.973251 0.10 0.14 -0.45
C -3.255973 1.753212 1.362251 -0.28 0.00 0.00
C -3.756873 2.164412 2.587051 0.01 -0.02 -0.18
C -2.993173 2.977312 3.409351 0.15 0.06 -0.02
C -1.721873 3.374712 3.021851 -0.03 -0.06 -0.05
C -1.215073 2.964712 1.798651 0.25 0.15 -0.34
C -2.268773 2.394212 -1.938849 0.14 -0.18 0.27
C -3.621673 2.661812 -1.826449 -0.21 -0.06 0.14
C -4.274773 3.298612 -2.871949 0.06 -0.01 0.06
C -3.577173 3.662512 -4.013249 0.03 -0.05 -0.02
C -2.225273 3.374812 -4.127249 -0.04 -0.03 0.10
C -1.571473 2.742412 -3.084549 0.36 -0.15 0.11
H 3.790327 -3.099588 -1.217349 0.10 -0.05 -0.15
H 4.868127 -5.010988 -0.059049 0.07 -0.04 -0.06
H 4.143127 -5.626988 2.214251 0.06 -0.08 0.07
H 2.383527 -4.340288 3.348851 -0.05 0.03 0.10
H 1.308327 -2.417188 2.186951 -0.03 -0.03 0.07
H 1.104927 -4.050588 -1.446849 0.03 -0.06 0.00
H 0.001327 -4.785488 -3.534349 -0.01 -0.10 -0.01
H -0.789073 -3.121488 -5.160749 -0.04 -0.03 -0.16
H -0.457073 -0.716888 -4.754049 -0.02 0.12 -0.06
H 0.679727 0.028512 -2.660149 0.02 0.02 -0.09
H -2.588373 -1.770588 -2.019949 -0.02 0.06 -0.17
H -3.352473 -4.010988 -2.774049 -0.05 -0.01 -0.10
H -2.747873 -6.013688 -1.469649 -0.08 -0.13 0.00
H -1.468373 -5.792088 0.629951 0.05 -0.04 0.06
H -0.705573 -3.554788 1.372651 0.09 -0.08 0.12
H -3.602173 -1.702488 1.065851 -0.18 -0.07 -0.03
H -4.802673 -1.590488 3.229251 -0.13 -0.07 0.00
H -3.654373 -0.697688 5.216651 -0.06 0.00 0.18
H -1.322473 0.068312 5.061551 0.14 0.09 0.13
H -0.111273 -0.015788 2.871651 -0.12 0.03 0.14
H -3.832273 1.100812 0.724851 -0.10 -0.06 -0.01
H -4.743573 1.856512 2.898051 -0.07 -0.06 0.00
H -3.389573 3.298512 4.359251 -0.05 0.06 0.12
H -1.132173 4.009712 3.664951 0.08 0.02 0.04
H -0.224573 3.269312 1.466651 -0.22 0.04 0.15
H -4.172673 2.394012 -0.941249 -0.07 0.03 0.09
H -5.327573 3.525412 -2.786649 -0.03 -0.02 0.03
H -4.086773 4.169812 -4.817349 -0.06 0.05 -0.07
H -1.678773 3.653312 -5.015749 0.03 0.01 -0.04
H -0.517773 2.516312 -3.135649 0.15 0.06 -0.07
C 1.846027 1.421612 2.511451 -0.22 -0.11 -0.96
H 1.344827 2.091912 3.232151 0.20 -0.24 -0.19
H 2.432027 0.644612 3.044851 -0.16 0.29 -0.08



Entry 3:
18
Properties=species:S:1:pos:R:3:forces:R:3 method="wB97M-V/def2-TZVPD" homo_energy_ev=-8.79 de_lowest_kcal_mol=75.4 charge=0 gap_ev=9.15 lumo_energy_ev=0.4
N -1.706043 2.288465 -0.062146 -0.12 0.52 -0.04
C -2.142258 1.263774 0.223001 0.11 0.20 0.04
S -2.665912 -0.279393 0.556993 -0.11 -0.64 -0.03
C -1.407973 -1.148906 -0.482253 -0.05 -0.20 0.22
C -0.282080 -1.784875 0.336901 -0.18 -0.33 -0.19
C 0.543080 -0.887035 1.185178 0.69 1.45 -1.25
S 1.720899 -0.029575 0.403874 -0.09 -1.36 1.27
N 1.093711 1.779266 -0.639365 0.11 0.09 -0.08
O 2.599059 0.724083 1.251307 -0.22 0.33 -0.03
O 2.250915 -0.671774 -0.767183 -0.26 0.19 -0.26
H -1.019967 -0.424246 -1.196421 -0.09 -0.05 -0.01
H -1.969986 -1.917254 -1.014385 0.02 0.07 -0.06
H -0.705985 -2.564686 0.975756 0.04 -0.05 -0.07
H 0.387071 -2.259765 -0.384260 -0.13 -0.22 0.02
H 0.081205 -0.318102 1.970315 0.04 0.05 0.49
H 1.705327 2.436308 -0.164715 -0.05 0.04 -0.10
H 0.126410 2.116380 -0.588294 0.30 -0.13 0.03
H 1.392534 1.677330 -1.604303 -0.03 0.03 0.06



Entry 4:
12
Properties=species:S:1:pos:R:3:forces:R:3 method="wB97M-V/def2-TZVPD" homo_energy_ev=-2.57 de_lowest_kcal_mol=74.4 charge=-1 gap_ev=6.77 lumo_energy_ev=4.2
C 1.129203 1.176276 -0.295861 -0.56 0.40 1.19
O 2.206013 1.688644 -0.489532 0.04 -0.07 -0.50
H 0.888326 0.598716 0.608952 0.33 -0.24 -0.11
H 0.188258 1.368449 -0.838160 0.32 -0.05 -0.64
H -1.503744 -0.862777 2.877586 0.02 0.22 -0.17
C -0.220296 -1.731369 -0.295949 0.04 0.07 0.31
C -1.353955 -0.945046 -0.135862 0.68 -0.64 0.10
O -1.423443 0.169086 0.454814 -0.39 0.13 0.36
H -0.153429 -2.615294 -0.917830 -0.50 -0.11 0.03
H 0.651358 -1.574499 0.337332 0.01 0.31 -0.25
H -2.303447 -1.399751 -0.500951 0.03 0.22 -0.47
H -1.652275 -1.563249 3.054963 -0.02 -0.24 0.14



Entry 5:
30
Properties=species:S:1:pos:R:3:forces:R:3 method="wB97M-V/def2-TZVPD" homo_energy_ev=-13.28 de_lowest_kcal_mol=0.0 charge=+1 gap_ev=10.41 lumo_energy_ev=-2.9
C 3.633416 -0.276660 0.494180 -0.43 0.20 -0.64
C 2.528662 0.415515 -0.316927 0.35 -0.34 0.40
Br 2.662761 -0.179884 -2.175891 -0.01 0.09 -0.04
C 1.158942 0.125472 0.304071 0.03 0.08 -0.17
C -0.033913 0.243303 -0.657370 0.57 -0.22 0.00
C -0.446001 -1.116034 -1.239708 -0.52 -0.19 0.02
C -1.873642 -1.565665 -0.875426 0.24 0.51 -0.09
C -2.331020 -1.240338 0.555198 0.04 -0.44 -0.42
C -1.738278 0.049148 1.111174 -0.40 -0.57 0.31
N -1.215441 0.895115 0.006811 -0.13 0.40 0.30
C -0.948911 2.298156 0.433073 -0.54 0.09 0.07
H 3.361798 -0.284233 1.544078 0.15 0.08 0.25
H 3.728030 -1.294884 0.136126 0.05 -0.27 0.18
H 4.579445 0.225889 0.333477 0.16 0.02 0.13
H 2.730411 1.478542 -0.343537 -0.19 0.22 -0.19
H 1.077916 0.801456 1.152070 -0.01 0.11 0.10
H 1.191957 -0.869249 0.734484 -0.10 -0.29 0.00
H 0.248367 0.910602 -1.463448 -0.06 0.23 -0.13
H 0.253097 -1.883641 -0.933960 0.26 0.00 0.15
H -0.376711 -1.066453 -2.319222 0.07 -0.04 -0.20
H -2.564301 -1.101529 -1.576786 -0.16 0.04 -0.11
H -1.937068 -2.629358 -1.057183 -0.16 -0.22 -0.02
H -2.098692 -2.067239 1.215662 0.15 -0.05 0.21
H -3.412602 -1.170653 0.538279 -0.20 0.04 0.10
H -0.939116 -0.158507 1.812483 0.27 0.20 -0.04
H -2.515274 0.586320 1.640002 0.04 0.38 0.06
H -1.972085 0.954353 -0.678758 0.16 -0.09 -0.11
H -0.117747 2.345252 1.119979 0.20 -0.03 -0.05
H -1.831010 2.658286 0.950288 -0.14 0.03 0.07
H -0.802991 2.916918 -0.443219 0.30 0.01 -0.13



Entry 6:
32
Properties=species:S:1:pos:R:3:forces:R:3 method="wB97M-V/def2-TZVPD" homo_energy_ev=-11.87 charge=+1 gap_ev=7.05 lumo_energy_ev=-4.8
Ti -1.261597 -1.226356 -1.177165 -0.12 -0.09 -0.06
O 1.567909 0.607713 -5.545614 -0.01 -0.03 -0.09
C 0.933556 0.181230 -4.650708 -0.07 -0.05 0.17
S 1.380938 -1.299546 -3.658945 0.03 0.10 -0.02
C 0.103712 -1.148817 -2.564648 -0.02 0.02 -0.08
C -0.801520 -0.148117 -2.733440 0.03 -0.01 -0.03
S -3.628027 -1.060448 -1.201365 0.10 -0.07 0.09
S -0.627417 0.922558 -4.026021 0.09 0.02 0.01
S -1.576710 -3.556509 -0.942207 -0.04 0.09 0.08
C -5.005605 -4.013757 2.305532 0.00 0.00 0.08
Si -4.041472 -3.001243 3.541167 0.01 0.00 -0.02
C -3.159477 -4.114687 4.748524 -0.02 0.03 -0.04
C -5.140173 -1.744710 4.371416 0.04 -0.04 -0.03
C -2.630585 -1.942022 2.742099 0.00 0.01 -0.02
C -1.841422 -1.198562 3.648239 -0.02 -0.01 -0.01
C -0.810157 -0.388069 3.228361 0.02 0.02 -0.02
C -0.540966 -0.300432 1.869247 0.03 0.03 0.02
N -1.258566 -0.981580 0.983467 -0.07 -0.06 0.05
C -2.261178 -1.767901 1.427591 -0.03 -0.02 0.03
S -3.137064 -2.627805 0.077257 0.05 0.05 -0.11
H -5.735954 -4.584867 2.886438 0.00 0.00 -0.01
H -4.400081 -4.740202 1.762054 0.02 0.00 0.01
H -5.571341 -3.417068 1.589384 0.01 0.03 0.00
H -3.885121 -4.739328 5.273525 -0.02 0.00 -0.01
H -2.601587 -3.563912 5.507363 0.00 0.02 -0.01
H -2.463940 -4.780659 4.234431 0.01 0.00 0.00
H -5.953672 -2.247292 4.898299 0.00 -0.02 0.00
H -5.588172 -1.069320 3.640163 0.00 0.01 0.00
H -4.604454 -1.139696 5.104851 0.01 0.00 0.00
H -2.051885 -1.265144 4.709246 -0.01 -0.01 0.00
H -0.213823 0.175729 3.930910 0.00 0.00 0.00
H 0.256497 0.321670 1.483612 -0.01 -0.01 -0.01



Entry 7:
44
Properties=species:S:1:pos:R:3:forces:R:3 method="wB97M-V/def2-TZVPD" homo_energy_ev=-11.72 charge=+1 gap_ev=8.48 lumo_energy_ev=-3.2
C -2.898413 -2.322253 -2.333604 0.37 0.11 -0.38
O -2.108725 -1.597283 -3.261452 0.21 0.06 0.41
C -0.801651 -2.137142 -3.468281 -0.39 0.18 0.02
C 0.238754 -1.069647 -3.207618 -0.50 0.40 0.23
C 0.276133 -0.692038 -1.729854 0.41 -0.47 0.06
C 1.290230 -1.487832 -0.891234 -0.57 -0.06 0.28
C 0.752844 -1.789923 0.514377 0.48 0.60 0.17
C 1.798876 -1.661094 1.629585 -0.29 -0.76 0.20
C 1.168947 -1.427405 3.011460 0.01 0.42 -0.49
C 1.173043 0.039159 3.458613 -0.50 -0.35 -0.05
C 0.803852 0.981503 2.318950 -0.19 0.18 0.48
S 0.113805 2.532295 2.980605 0.80 0.44 0.51
C 0.032245 3.590137 1.522821 -0.47 -0.61 -0.75
C -0.589569 2.900016 0.307513 0.08 0.32 0.02
C -0.933004 3.936545 -0.755685 0.19 -0.11 -0.02
Cl -2.248760 3.365891 -1.785585 -0.10 -0.04 -0.11
H -2.376083 -2.467391 -1.385263 0.09 0.00 0.14
H -3.790450 -1.736343 -2.153002 -0.23 -0.01 -0.03
H -3.150272 -3.302342 -2.735532 -0.21 -0.15 0.01
H -0.649693 -2.983559 -2.798956 0.07 -0.30 -0.05
H -0.751581 -2.452127 -4.504922 0.12 -0.33 -0.16
H 1.205085 -1.396923 -3.573588 0.26 0.03 -0.10
H -0.091425 -0.202760 -3.769553 0.17 0.19 -0.33
H 0.465529 0.369887 -1.581582 0.04 0.19 -0.12
H -0.712748 -0.875626 -1.332491 -0.41 0.06 0.12
H 1.535029 -2.435381 -1.361213 0.11 -0.07 -0.28
H 2.209592 -0.919239 -0.806004 0.31 0.04 -0.09
H 0.330952 -2.786169 0.553232 -0.21 -0.25 0.00
H -0.070263 -1.115327 0.745814 -0.23 0.09 -0.13
H 2.320009 -2.610378 1.680410 0.38 -0.09 -0.07
H 2.548173 -0.914319 1.385679 0.14 0.24 -0.02
H 0.137949 -1.766822 2.962104 -0.18 -0.17 0.13
H 1.673954 -2.007078 3.770687 0.07 -0.15 0.24
H 0.435098 0.144110 4.248890 0.00 0.02 0.36
H 2.143031 0.299238 3.858878 0.22 0.24 0.12
H 0.076369 0.580795 1.630637 -0.05 -0.11 -0.20
H 1.697000 1.310262 1.804781 0.08 0.15 -0.40
H -1.171203 2.239954 3.258495 -0.05 -0.17 -0.43
H -0.521682 4.494449 1.739942 0.03 0.16 0.53
H 1.068885 3.826286 1.313788 0.26 0.27 0.23
H -1.478193 2.344854 0.585319 -0.23 -0.08 0.07
H 0.125138 2.221498 -0.137253 0.04 -0.44 0.02
H -0.065687 4.088764 -1.384219 0.09 0.19 -0.21
H -1.211120 4.890761 -0.325685 -0.22 0.14 0.05



Entry 8:
9
Properties=species:S:1:pos:R:3:forces:R:3 method="wB97M-V/def2-TZVPD" homo_energy_ev="-8.55 / -8.59" de_lowest_kcal_mol=113.6 charge=0 gap_ev="8.94 / 8.37" lumo_energy_ev="0.4 / -0.2"
C -1.021921 -0.684222 -0.001895 -0.54 -0.04 0.45
N 3.189021 -0.116902 -0.064337 -2.28 -0.51 0.48
N -0.260612 0.389179 -0.519866 0.64 1.02 -0.90
O -0.405228 1.507184 0.259977 -0.36 -0.38 0.22
O 2.083605 -0.381791 0.188167 2.60 0.36 -0.35
H -1.210495 -0.587433 1.070208 0.03 -0.09 0.03
H -0.491764 -1.610022 -0.227449 -0.01 0.01 0.06
H -1.988646 -0.716589 -0.522082 -0.02 -0.06 0.07
H 0.106036 2.200593 -0.182727 -0.06 -0.32 -0.06



E_tot readings, ordered: -546.17282; -7850.30786; -1213.50386; -268.92137; -2982.85778; -3686.07387; -1445.44287; -300.30666 Eh
Largest force on an atom readings, ordered: 4.6; 2.3; 2.0; 1.4; 0.8; 0.2; 1.1; 2.6 eV Å⁻¹